Entry 1:
{"formula": "C5H10N2S", "method": "ωB97M-V with the def2-TZVPD basis set", "elements": ["C", "C", "C", "C", "C", "N", "N", "S", "H", "H", "H", "H", "H", "H", "H", "H", "H", "H"], "positions_angstrom": [[2.531739, 0.492033, -0.044029], [-1.074153, -0.508006, -0.674982], [0.045486, -0.347700, 1.441015], [1.236015, 0.522420, -0.716708], [0.292818, -0.492616, -0.064625], [3.613032, 0.385608, 0.328168], [0.726426, 1.934420, -0.728128], [1.024761, -2.236760, -0.339959], [-0.897628, -0.521417, -1.853553], [-1.750242, 0.385401, -0.415296], [-1.695710, -1.340210, -0.521582], [0.955963, -0.176188, 2.123995], [-0.660770, -1.224426, 1.899352], [-0.428669, 0.668734, 1.466426], [1.564305, 0.114988, -1.621322], [1.220222, 2.618160, -0.190308], [0.798241, 2.274754, -1.671625], [-0.018883, -2.912868, 0.393908]], "forces_ev_per_angstrom": [[0.8, -0.4, 0.4], [-0.3, 2.4, -3.9], [0.0, 0.5, 1.8], [0.1, 1.4, 2.8], [-1.7, -0.9, 2.0], [-0.1, 0.2, 0.3], [-0.6, -1.4, -1.2], [2.4, -0.2, -1.6], [-0.7, 0.3, 2.1], [1.4, -1.0, -0.4], [-0.4, -1.6, 0.8], [-1.0, -0.8, -1.2], [1.7, 2.2, -1.3], [-0.3, -1.0, 0.5], [-0.3, -0.2, -2.3], [0.6, -0.3, 0.7], [-0.3, 0.1, -0.4], [-1.4, 0.6, 0.8]], "total_charge": 0, "multiplicity": 3}



Entry 2:
{"formula": "C5H10N3", "method": "ωB97M-V with the def2-TZVPD basis set", "elements": ["C", "C", "C", "C", "C", "N", "N", "N", "H", "H", "H", "H", "H", "H", "H", "H", "H", "H"], "positions_angstrom": [[0.407340, -0.970404, 0.506093], [0.292257, 2.352740, -1.306879], [-0.144823, -2.213060, 1.235576], [-0.175612, 0.389152, -0.042995], [-1.523054, -2.417559, 1.622645], [1.677476, -1.192476, 0.361144], [1.136001, 3.056179, -2.066241], [0.595876, 1.169160, -0.810597], [-0.678093, 2.775242, -1.090867], [0.641379, -2.918551, 1.435924], [-1.168540, 0.706030, 0.213482], [-1.860290, -3.412351, 1.314837], [-2.189380, -1.651610, 1.236065], [-1.595924, -2.437785, 2.717927], [2.273284, -0.485387, -0.055289], [0.854462, 3.950249, -2.431902], [2.059957, 2.722044, -2.291887], [1.513802, 0.773809, -1.036309]], "forces_ev_per_angstrom": [[1.2, -1.0, 0.2], [0.5, 0.6, -0.5], [0.0, 3.5, -1.8], [-0.8, -3.2, 1.9], [-0.6, -0.4, 0.5], [0.1, 0.2, -0.2], [-0.5, -0.5, 0.5], [0.7, 0.1, -0.4], [0.0, 0.0, 0.0], [0.1, 0.0, 0.0], [-0.2, 0.3, -0.1], [-0.1, 0.1, -0.1], [-0.1, -0.1, 0.0], [-0.1, 0.1, 0.0], [0.0, 0.3, 0.0], [0.0, 0.0, 0.0], [0.0, 0.1, -0.1], [-0.2, 0.1, 0.0]], "total_charge": 1}



Entry 3:
{"formula": "C5H10N3O2S", "method": "ωB97M-V with the def2-TZVPD basis set", "elements": ["C", "C", "C", "C", "C", "N", "N", "N", "O", "O", "S", "H", "H", "H", "H", "H", "H", "H", "H", "H", "H"], "positions_angstrom": [[-0.915329, 1.903076, 0.084720], [-1.664778, 0.926673, -0.215172], [0.040603, -0.816689, -0.107508], [-3.140398, 1.218037, -0.283688], [0.382400, -2.256231, -0.460311], [0.869598, -0.014108, 0.429541], [-1.257516, -0.487640, -0.300531], [3.210958, 0.277859, 1.408296], [2.833679, -0.986079, -0.728012], [2.666934, 1.490044, -0.604941], [2.499114, 0.219179, -0.047133], [-0.410715, 2.822878, 0.211517], [-3.261739, 2.163641, 0.283826], [-3.517087, 1.268831, -1.436257], [-3.715111, 0.464071, 0.161382], [-0.162439, -2.647447, -1.298519], [1.387656, -2.324290, -0.693661], [0.177578, -2.819033, 0.493713], [-1.951968, -1.170122, -0.638724], [2.774407, -0.472094, 1.938271], [3.154146, 1.239438, 1.803196]], "forces_ev_per_angstrom": [[2.4, -1.1, 0.4], [-0.7, -3.9, 0.1], [0.4, -2.0, -0.7], [-0.3, 2.0, -3.1], [-1.9, 0.2, 1.7], [-1.2, 3.2, -0.9], [-1.1, 2.6, -0.1], [-0.4, 0.3, -0.1], [0.6, 0.4, -0.1], [-0.5, 1.4, -1.0], [0.1, -1.8, 1.3], [0.2, 0.6, 0.2], [-0.7, -0.5, -0.8], [1.0, 0.2, 2.8], [-0.6, -1.2, 1.0], [-0.6, -0.1, -0.2], [1.8, -0.2, -0.2], [0.1, 0.2, -1.0], [0.6, 0.6, 0.3], [0.5, 0.3, 0.7], [0.0, -1.2, -0.2]], "total_charge": 1}



Entry 4:
{"formula": "C5H10N3S", "method": "ωB97M-V with the def2-TZVPD basis set", "elements": ["C", "C", "C", "C", "C", "N", "N", "N", "S", "H", "H", "H", "H", "H", "H", "H", "H", "H", "H"], "positions_angstrom": [[-0.553236, 0.280868, -1.313477], [-0.425027, -0.219685, -0.086829], [-2.613703, 0.417627, -0.445314], [3.349381, 0.928920, 1.045828], [1.524108, -0.948608, 0.986700], [-1.846629, 0.664773, -1.602427], [-1.757461, -0.158567, 0.350869], [-3.941675, 0.529964, -0.335069], [2.188184, 0.138881, 2.074948], [0.118669, 0.230582, -2.118797], [3.776069, 0.160821, 0.285427], [4.128349, 1.299770, 1.678201], [2.875003, 1.723091, 0.498827], [1.195949, -1.989880, 1.232077], [1.877659, -0.852332, -0.003523], [-2.309584, 1.110054, -2.404831], [-1.916313, -0.610691, 1.172406], [-4.490197, 0.900582, -1.047924], [-4.088381, 0.623547, 0.624826]], "forces_ev_per_angstrom": [[0.9, 0.1, -1.6], [0.7, -0.5, 0.6], [2.2, -0.2, -4.7], [0.9, -1.1, -2.4], [-2.4, -0.6, -0.7], [-3.2, 0.4, 2.1], [1.2, 0.5, 0.7], [2.1, -1.0, 1.0], [-0.8, -1.1, 1.3], [1.0, 0.4, -0.7], [-0.5, 1.4, 1.4], [0.5, 0.3, 0.2], [0.0, 0.5, -0.2], [0.0, 1.4, 0.1], [0.7, -0.2, -0.8], [1.1, -0.4, 0.4], [-1.3, -1.1, 2.8], [-1.1, 0.8, -0.9], [-1.9, 0.5, 1.4]], "total_charge": 1}



Entry 5:
{"formula": "C5H10N4", "method": "ωB97M-V with the def2-TZVPD basis set", "elements": ["C", "C", "C", "C", "N", "N", "C", "N", "N", "H", "H", "H", "H", "H", "H", "H", "H", "H", "H"], "positions_angstrom": [[-2.041153, -0.792006, 0.571834], [-1.182747, -0.480205, -0.583938], [0.246457, -0.020810, -0.297558], [1.428026, -0.714475, -0.004994], [1.865828, -2.030707, -0.003845], [2.496816, 0.270542, 0.246609], [2.012892, 1.474295, 0.144332], [0.678159, 1.362022, -0.255290], [-0.339361, 2.243663, -0.110795], [-1.518806, -1.610499, 1.229282], [-2.055517, 0.066211, 1.381699], [-3.108674, -1.001361, 0.470802], [-1.076866, -1.435407, -0.993019], [-1.762419, 0.014682, -1.452080], [2.924324, -1.904913, -0.137232], [1.168804, -2.492328, -0.910464], [2.193676, 2.547911, 0.623904], [-0.809214, 2.149241, 0.973290], [-1.120232, 2.354142, -0.892536]], "forces_ev_per_angstrom": [[0.4, 0.9, 5.6], [0.2, 1.0, -2.1], [2.4, 0.2, 0.3], [0.7, 3.9, -0.2], [-1.9, -1.0, -3.3], [-0.6, -1.1, 0.2], [-3.2, 1.1, 0.9], [-1.7, -2.6, -0.4], [-3.5, 2.8, 2.9], [-1.2, 1.1, -1.4], [0.0, -1.2, -1.6], [0.3, -0.3, -0.7], [0.6, -1.7, -1.2], [1.2, 0.0, 1.5], [-2.1, -1.0, -0.4], [3.6, 1.2, 3.3], [0.6, -2.6, -1.5], [1.4, 0.3, -4.3], [2.6, -0.9, 2.2]], "total_charge": 0, "smiles": "CCc1c(N)ncn1N"}



Entry 6:
{"formula": "C5H10N4", "method": "ωB97M-V with the def2-TZVPD basis set", "elements": ["C", "C", "C", "N", "C", "N", "N", "C", "N", "H", "H", "H", "H", "H", "H", "H", "H", "H", "H"], "positions_angstrom": [[-1.830021, 0.788306, 0.637465], [-0.651634, 0.640991, -0.274671], [-0.066057, 1.835143, -0.924532], [0.635524, 1.139609, 0.141805], [1.284455, -0.067692, -0.123060], [2.176468, -0.534168, 0.812885], [1.124865, -0.758777, -1.303817], [-0.109993, -0.716658, -0.580418], [-0.490514, -1.972250, 0.013799], [-2.073521, 1.839810, 0.812291], [-2.707099, 0.306468, 0.194464], [-1.638080, 0.317957, 1.606423], [-0.383058, 2.827751, -0.632393], [0.350285, 1.734304, -1.919442], [2.362671, 0.054792, 1.615649], [2.452058, -1.505852, 0.817530], [1.566496, -1.651611, -1.467741], [-1.308327, -2.373498, -0.437965], [-0.694517, -1.904625, 1.011727]], "forces_ev_per_angstrom": [[-0.3, -0.3, 0.2], [-1.1, 1.4, 0.2], [0.8, -0.7, -1.5], [0.3, 3.7, 1.8], [-0.5, -4.5, 0.6], [0.9, 0.5, 0.8], [0.6, 2.4, -3.8], [0.4, -3.3, 1.7], [-0.6, 0.6, 0.0], [0.1, -0.1, 0.0], [0.0, 0.1, 0.0], [0.0, 0.0, -0.1], [-0.2, -0.1, 0.0], [-0.1, 0.1, -0.1], [-0.3, -0.5, -0.2], [-0.1, 0.4, 0.0], [-0.2, 0.1, 0.5], [0.2, -0.1, 0.1], [0.0, 0.0, -0.2]], "total_charge": 0, "smiles": "C[C@@]12CN1[C@]1(N)N[C@@]12N"}



Entry 7:
{"formula": "C5H10N5", "method": "ωB97M-V with the def2-TZVPD basis set", "elements": ["C", "C", "C", "C", "C", "N", "N", "N", "N", "N", "H", "H", "H", "H", "H", "H", "H", "H", "H", "H"], "positions_angstrom": [[1.716152, 1.867033, -2.077138], [1.163890, 1.032307, -3.030157], [0.288125, 0.590406, 0.470207], [-0.936728, -0.839875, 1.994520], [-1.254440, -2.103463, 2.580952], [1.799806, 1.703990, -0.773444], [1.242024, 0.510044, -0.381732], [0.241532, 0.883361, -3.896057], [-1.467582, 0.289672, 2.446318], [-0.023607, -0.688437, 1.044734], [2.205726, 2.655990, -2.708482], [-0.383902, -2.286131, 3.150475], [-2.169630, -2.059514, 3.054986], [-1.302969, -2.890562, 1.763403], [1.725824, -0.354036, -0.827571], [-0.585800, 1.546378, -4.202831], [0.353697, 0.144479, -4.638223], [-1.973125, 0.387485, 3.327127], [-0.979790, 1.099859, 2.202667], [0.340798, -1.488986, 0.500246]], "forces_ev_per_angstrom": [[-0.8, 0.1, -0.7], [0.1, -0.8, 0.1], [-0.5, -0.8, 1.6], [-0.1, 2.9, -0.5], [0.7, -1.9, -3.0], [1.2, 1.2, -2.0], [0.2, -1.1, -0.7], [-1.5, 0.6, -2.3], [-0.6, -1.4, 1.4], [0.8, -0.5, -2.2], [0.1, -0.1, 1.5], [0.6, -0.8, 1.3], [-1.6, -0.1, 1.5], [0.1, 0.8, 1.0], [-0.9, 1.3, 1.0], [1.9, -1.2, 1.4], [-0.1, 0.8, 1.2], [0.0, -0.7, -0.5], [0.7, 1.7, -1.0], [-0.5, 0.0, 1.0]], "total_charge": 1}



Entry 8:
{"formula": "C5H10N5", "method": "ωB97M-V with the def2-TZVPD basis set", "elements": ["C", "N", "C", "N", "C", "N", "C", "N", "C", "N", "H", "H", "H", "H", "H", "H", "H", "H", "H", "H"], "positions_angstrom": [[-2.600681, -0.511697, 0.056499], [-1.219286, 0.014910, 0.103246], [-1.091623, 1.296443, 0.176237], [0.140229, 1.874941, -0.031075], [1.343688, 1.127034, -0.177621], [1.906997, 0.541315, 0.995052], [1.943259, -0.710469, 1.148121], [1.288295, -1.627927, 0.225356], [0.772328, -1.116580, -0.861360], [1.176592, 0.100818, -1.259135], [-3.233582, -0.265860, -0.757095], [-2.572754, -1.584861, 0.262647], [-3.037609, -0.007526, 0.963226], [-1.953406, 1.835088, 0.533002], [0.236748, 2.729962, 0.394135], [2.083880, 1.787337, -0.609935], [2.245678, -1.318511, 2.022265], [1.404993, -2.620071, 0.437965], [0.415721, -1.957288, -1.526981], [0.750534, 0.412941, -2.094552]], "forces_ev_per_angstrom": [[0.7, 0.6, 3.6], [0.0, 0.5, -1.7], [0.4, -3.1, 0.5], [-1.1, -1.7, -0.1], [0.5, -0.5, -1.8], [0.3, -0.9, 1.0], [-1.6, -1.1, -0.4], [1.4, 1.1, 2.0], [0.8, -1.5, -1.6], [-0.7, -1.2, 1.4], [0.0, 0.2, -1.2], [-0.1, 0.2, -0.2], [-0.4, -0.8, -0.7], [0.0, 1.2, -0.4], [0.5, 2.5, 0.9], [0.2, 0.4, 0.3], [0.4, 1.2, -0.2], [-0.6, 0.5, -0.5], [-0.2, 1.8, 0.2], [-0.4, 0.6, -0.9]], "total_charge": 1, "smiles": "C/N=C/N[C@H]1N=CNC=[NH+]1"}



Entry 9:
{"formula": "C5H10N5O", "method": "ωB97M-V with the def2-TZVPD basis set", "elements": ["N", "C", "N", "C", "O", "N", "C", "C", "N", "C", "N", "H", "H", "H", "H", "H", "H", "H", "H", "H", "H"], "positions_angstrom": [[0.487974, -2.514727, 0.734004], [-0.085245, -1.407713, 0.254314], [-1.283897, -1.410450, -0.384874], [-2.075141, -0.119945, -0.605423], [-2.957831, 0.149516, 0.357030], [-1.140869, 1.020398, -0.956635], [0.088096, 0.966454, -0.370149], [0.599886, -0.273760, 0.260841], [1.973479, -0.038270, 0.563274], [2.298013, 1.290836, -0.041098], [1.000855, 1.917472, -0.257023], [1.368549, -2.247670, 1.203268], [0.378115, -3.489266, 0.670754], [-1.872504, -2.266350, -0.271423], [-2.587904, -0.234326, -1.581809], [-2.578561, 0.471685, 1.267188], [-1.592649, 1.723285, -1.585272], [2.200969, 0.126884, 1.554780], [3.011536, 1.940445, 0.529175], [2.726801, 1.182354, -1.039351], [0.880599, 2.806628, -0.829863]], "forces_ev_per_angstrom": [[2.2, 1.4, 1.7], [-1.2, -2.0, -1.2], [-1.8, 0.1, 0.0], [2.0, -0.8, -2.2], [-0.2, 1.2, 3.1], [0.0, -1.0, 1.0], [-1.2, -2.0, 0.7], [0.4, 5.2, -1.0], [1.3, 1.5, 1.0], [1.0, -0.2, -0.5], [-1.0, 2.3, -1.5], [-0.6, -0.7, -0.5], [-1.1, -0.9, -0.6], [0.6, 1.4, -0.2], [-0.3, -0.4, 1.0], [-0.6, -1.0, -2.6], [1.3, -0.6, 1.1], [-0.6, -0.6, -0.3], [-0.9, -0.8, -0.1], [0.3, -0.4, 0.0], [0.5, -1.7, 1.2]], "total_charge": 1, "smiles": "[NH2+]=C1N[C@@H](O)NC2=C1NCN2"}



Entry 10:
{"formula": "C5H10N5O2", "method": "ωB97M-V with the def2-TZVPD basis set", "elements": ["O", "N", "O", "N", "C", "N", "C", "C", "N", "C", "N", "C", "H", "H", "H", "H", "H", "H", "H", "H", "H", "H"], "positions_angstrom": [[-1.316357, -1.167291, -0.578749], [-2.320657, -0.728548, -0.120685], [-3.204058, -1.661997, 0.323719], [-2.733750, 0.429956, -0.028791], [-1.780052, 1.475525, -0.360216], [-0.548985, 1.442347, 0.454689], [0.718566, 0.800954, 0.339706], [1.103699, -0.367287, 1.380345], [2.001310, -1.196833, 1.158413], [2.708063, -1.091015, -0.080322], [1.938591, -0.675042, -1.157549], [0.954140, 0.112194, -0.937094], [-3.898264, -1.294265, 0.873590], [-2.434042, 2.363443, -0.126509], [-1.629051, 1.617946, -1.362849], [-0.677764, 1.959699, 1.348927], [1.471302, 1.583385, 0.608639], [0.590403, -0.353182, 2.233178], [3.710014, -0.467348, 0.241770], [3.157509, -2.037735, -0.288693], [2.009353, -1.074317, -2.200999], [0.180024, 0.329413, -1.720524]], "forces_ev_per_angstrom": [[2.4, -1.0, -0.8], [-2.7, 0.9, 0.7], [0.7, -1.9, -0.4], [-0.4, 0.5, 0.3], [-0.6, 0.4, 3.2], [-1.6, 1.4, 1.3], [0.7, -0.8, 0.8], [0.7, 1.1, -3.5], [0.0, -0.1, 0.1], [4.6, -0.1, 2.6], [-1.2, 0.3, -4.2], [-1.8, 2.0, -1.3], [-0.2, 1.0, 0.1], [1.4, -0.5, 0.3], [0.7, -0.4, -2.8], [0.3, -0.7, -1.3], [0.2, -0.7, -0.7], [-2.1, -0.1, 3.5], [-2.5, -0.8, -1.4], [0.0, -0.7, -0.4], [0.1, 0.7, 3.3], [1.2, -0.6, 0.5]], "total_charge": 1, "smiles": "[O-]/[N+](O)=N\\CN[C@H]1C=NC[NH+]=C1"}



The records above give, respectively, energy relative to the best compared isomer or geometry (same formula, charge and spin) values of 1.6897 4.5618 4.7151 2.4608 4.5434 5.0402 4.3107 0.8350 1.6460 7.6754 eV.
The records above give, respectively, maximum force values of 4.584 3.916 4.012 5.221 5.668 4.565 3.624 3.698 5.312 5.283 eV/A.